A | C3H12N2O2 | ωB97M-V with the def2-TZVPD basis set

```
19
Properties=species:S:1:pos:R:3
O -2.811 0.602 0.623
O 2.676 -1.551 0.213
N -1.492 -1.410 -0.355
N -1.117 1.541 -0.780
C -0.247 -0.793 -0.641
C -0.123 0.532 -0.565
C 1.271 1.146 -0.483
H 1.599 1.752 -1.367
H -3.220 0.389 1.453
H -1.441 1.845 -1.733
H -2.174 -0.667 -0.157
H 3.633 -1.391 0.170
H -1.602 -2.168 -0.982
H 1.376 1.869 0.384
H 1.432 -1.271 2.712
H 1.719 -0.679 3.057
H 0.634 -1.538 -1.086
H -2.016 1.522 -0.155
H 1.902 0.270 -0.308
```

For the HOMO energy, the calculation gives -8.13 eV. As for the net charge: 0. Its spin multiplicity is 1.

=====

B | C3H12N2O2 | ωB97M-V with the def2-TZVPD basis set

```
19
Properties=species:S:1:pos:R:3
O -2.161 0.355 -2.372
O -1.727 1.444 -0.297
N 0.750 -0.376 0.608
N -0.024 0.797 -1.613
C 1.824 -1.368 0.578
C 0.729 0.464 1.808
C -1.319 0.579 -1.297
H -3.087 0.291 -2.093
H 2.783 -0.855 0.492
H 1.684 -2.018 -0.284
H 0.626 0.318 -0.479
H 0.238 0.214 -2.400
H -1.438 -0.661 -0.559
H 1.635 1.070 1.837
H -0.146 1.108 1.759
H -2.677 1.608 -0.358
H -0.205 -0.849 0.467
H 1.835 -1.982 1.484
H 0.678 -0.139 2.720
```

For the HOMO energy, the calculation gives -7.57 eV. As for the net charge: 0. Its spin multiplicity is 1.

=====

Short version: A is the least stable of them.

=====

A | C3H12N2O2 | ωB97M-V with the def2-TZVPD basis set

```
19
Properties=species:S:1:pos:R:3
O -2.924 -0.408 -1.685
O -0.497 -1.299 -0.816
N -1.031 1.675 0.612
N 1.230 0.600 0.076
C 0.832 -1.845 -0.258
C 1.432 -0.681 0.656
C 0.582 1.758 0.815
H 1.506 -1.997 -1.090
H 2.475 -0.678 1.075
H -1.443 1.817 1.551
H 0.915 1.582 1.879
H 1.779 0.791 -0.831
H -3.138 0.094 -2.540
H 0.539 -2.716 0.259
H -1.243 0.697 0.633
H 0.973 2.664 0.542
H -0.618 -0.400 -0.442
H -2.131 -0.846 -1.960
H 0.761 -0.807 1.524
```

For the HOMO energy, the calculation gives -8.79 eV. The SMILES is NCNCCO.O. As for the net charge: 0. Its spin multiplicity is 1.

=====

B | C3H12N2O2 | ωB97M-V with the def2-TZVPD basis set

```
19
Properties=species:S:1:pos:R:3
O 0.283 -2.300 0.927
O 0.763 -0.063 1.820
N -0.066 1.938 -0.003
N 0.442 -0.013 -1.815
C -1.474 1.821 0.174
C -0.139 -1.755 -0.231
C 1.011 -0.964 -0.952
H 0.843 0.263 2.731
H 1.133 0.089 -2.558
H -0.991 -1.079 -0.117
H -0.572 -2.503 -0.911
H -2.078 1.786 -0.723
H 1.657 -1.733 -1.366
H 1.503 -0.420 -0.118
H 0.448 1.638 0.844
H -1.796 2.554 0.908
H -1.625 0.836 0.669
H 0.294 1.426 -0.835
H 0.365 -1.521 1.558
```

For the HOMO energy, the calculation gives -8.82 eV. As for the net charge: 0. Its spin multiplicity is 1.

=====

Short version: B is the least stable of them.

=====

A | C6H16N4 | ωB97M-V with the def2-TZVPD basis set

```
26
Properties=species:S:1:pos:R:3
N -1.661 -1.392 1.015
N -2.117 -0.228 -1.045
N 0.815 0.074 2.452
N -2.362 -2.518 -0.879
C 1.283 0.372 -0.316
C 2.642 -0.319 -0.303
C -2.069 -1.369 -0.191
C 1.150 1.494 -1.328
C -2.579 0.856 -0.592
C 0.524 0.841 1.335
H 1.244 1.097 -2.341
H 2.781 -0.876 -1.232
H 1.590 1.141 0.839
H 0.175 1.974 -1.246
H -2.563 1.734 -1.232
H 0.354 -0.824 2.509
H 2.697 -1.031 0.522
H -2.849 -2.437 -1.755
H 0.529 -0.384 -0.514
H 1.919 2.255 -1.178
H -2.510 -3.346 -0.327
H -1.390 -0.454 1.326
H 0.204 1.881 1.383
H 3.456 0.402 -0.202
H -2.990 0.969 0.415
H 1.730 0.088 2.883
```

For the HOMO energy, the calculation gives -7.77 eV. As for the net charge: 0. Its spin multiplicity is 1.

=====

B | C6H16N4 | ωB97M-V with the def2-TZVPD basis set

```
26
Properties=species:S:1:pos:R:3
N 1.986 0.335 1.053
N 0.392 2.003 -1.366
N -2.060 0.438 -1.926
N -0.794 1.040 0.907
C 1.161 -0.102 1.897
C -0.253 0.422 2.115
C -0.774 -1.654 -2.166
C -0.954 -0.179 -1.933
C 0.484 0.751 -1.994
C 1.542 -1.265 2.765
H -0.367 -2.116 -1.262
H -0.056 -1.831 -2.964
H -0.208 1.175 2.908
H 1.676 1.167 0.550
H -0.896 -0.394 2.474
H 1.234 0.128 -1.509
H -1.678 1.509 1.076
H 1.369 -1.028 3.816
H 2.592 -1.502 2.616
H 0.655 0.814 -3.072
H 0.939 -2.139 2.517
H -0.260 2.585 -1.888
H -0.090 1.819 -0.300
H -2.880 -0.149 -2.099
H -1.042 0.315 0.206
H -1.718 -2.143 -2.420
```

For the HOMO energy, the calculation gives -8.21 eV. The SMILES is [H]/N=C(/C)CN.[H]/N=C(\C)CN. As for the net charge: 0. Its spin multiplicity is 1.

=====

Short version: A is the least stable of them.

=====

A | C9H11N | ωB97M-V with the def2-TZVPD basis set

```
21
Properties=species:S:1:pos:R:3
N -0.196 1.062 0.001
C -0.687 2.191 0.696
C -2.316 -1.134 -0.252
C 1.520 -0.456 -0.427
C 0.249 -1.030 -0.766
C 1.203 0.733 0.130
C -0.237 -2.326 -0.757
C -0.705 -0.019 -0.570
C -1.725 -2.462 -0.657
C 2.250 1.582 0.828
H -1.628 2.424 0.385
H -3.181 -0.770 -0.996
H 2.153 1.599 1.918
H 0.469 -3.244 -0.594
H 2.504 -0.697 -0.438
H 2.040 2.571 0.482
H -0.843 1.880 1.696
H 3.178 1.163 0.545
H 0.056 3.002 0.499
H -2.052 -3.339 -0.053
H -2.053 -2.729 -1.672
```

For the HOMO energy (alpha / beta), the calculation gives -6.94 / -6.67 eV. As for the net charge: 0. Its spin multiplicity is 1.

=====

B | C9H11N | ωB97M-V with the def2-TZVPD basis set

```
21
Properties=species:S:1:pos:R:3
N 0.177 0.455 -0.707
C -2.053 0.266 2.655
C -1.028 -0.759 2.334
C -0.686 0.453 0.295
C -0.377 -0.658 1.144
C 1.022 -0.667 -0.613
C -1.992 1.504 1.822
C 0.208 1.410 -1.777
C 0.692 -1.372 0.498
C 2.075 -0.969 -1.623
H -2.900 1.693 1.242
H 3.023 -1.163 -1.120
H -3.027 -0.233 2.563
H 1.815 -1.862 -2.194
H 1.161 -2.269 0.851
H -1.944 0.544 3.710
H -0.803 -1.522 3.064
H 0.046 0.922 -2.740
H 2.218 -0.146 -2.317
H 1.166 1.935 -1.802
H -0.586 2.134 -1.605
```

For the HOMO energy (alpha / beta), the calculation gives -6.98 / -6.98 eV. As for the net charge: 0. Its spin multiplicity is 1.

=====

Short version: A is the least stable of them.

=====

A | C4H8N3 | ωB97M-V with the def2-TZVPD basis set

```
15
Properties=species:S:1:pos:R:3
N 1.702 0.577 -0.909
N -0.739 0.955 0.394
N 1.023 1.603 -1.007
C 1.965 -0.545 -1.388
C -0.638 -0.339 0.317
C -1.279 -1.216 1.306
C -0.051 1.894 -0.377
H 1.520 -0.920 -2.307
H -0.132 -0.789 -0.519
H -1.321 1.345 1.141
H -0.806 -2.195 1.319
H -1.257 -0.783 2.308
H -0.418 2.904 -0.388
H 2.763 -1.118 -0.941
H -2.332 -1.373 1.050
```

For the HOMO energy (alpha / beta), the calculation gives -13.56 / -13.56 eV. The SMILES is C=N/N=C\[NH+]=C\C. As for the net charge: +1. Its spin multiplicity is 1.

=====

B | C4H8N3 | ωB97M-V with the def2-TZVPD basis set

```
15
Properties=species:S:1:pos:R:3
N -0.988 -2.344 -1.304
N -0.582 -0.502 -0.699
N 0.149 1.220 0.267
C -0.727 -3.063 -2.172
C 1.328 -0.866 0.818
C 0.220 -0.081 0.279
C -0.770 2.219 0.184
H -0.707 -3.932 -2.836
H -1.764 1.773 0.084
H -0.606 2.873 -0.647
H 0.789 -1.188 1.688
H -0.730 2.745 1.196
H 1.492 -1.716 0.179
H 2.003 -0.190 1.164
H -1.327 0.019 -0.994
```

For the HOMO energy (alpha / beta), the calculation gives -14.58 / -14.63 eV. As for the net charge: +1. Its spin multiplicity is 1.

=====

Short version: B is the least stable of them.